Below is a structure of composition C43H50N9O5SSeSi2Ta, with properties calculated with the ωB97M-V functional and the def2-TZVPD basis.

Values from the calculation:
Net charge: 0
Relative energy (zero: lowest compared OMol25 entry of this formula, charge and spin) in eV: 0.737
Kohn-Sham gap in eV: 6.17
LUMO in hartree: -0.0417
E_HOMO in eV: -7.31

Each line ends with the Löwdin charge.
Cartesian coordinates (Å):
Ta1 -0.1773 0.0584 1.3682  1.82
C1 -4.0504 0.1204 3.5408  -0.15
Si1 -3.4477 -0.8658 1.9986  0.50
C2 -3.9803 0.1718 0.4858  -0.15
C3 -4.3867 -2.5324 1.8270  -0.16
N1 -1.7143 -1.1091 2.0687  -0.22
C4 -1.2017 -1.9167 3.0689  -0.34
C5 -1.9670 -2.4884 4.0847  -0.06
C6 -1.4171 -3.3440 5.0193  -0.09
C7 -0.0723 -3.6547 4.9516  -0.09
C8 0.7205 -3.0730 3.9791  -0.07
C9 0.1995 -2.1772 3.0434  -0.33
N2 0.9548 -1.5094 2.0903  -0.22
Si2 2.7094 -1.5888 2.2800  0.48
C10 3.3544 -3.3996 2.0601  -0.17
C11 3.1076 -0.8402 3.9973  -0.15
C12 3.6228 -0.5490 0.9725  -0.21
H1 -4.3672 1.1221 3.2617  0.02
H2 -3.2682 0.2214 4.2901  0.02
H3 -4.8955 -0.3742 4.0116  0.03
H4 -4.9422 0.6305 0.6895  0.04
H5 -4.0908 -0.4223 -0.4140  0.01
H6 -3.2681 0.9653 0.2892  -0.01
H7 -5.3715 -2.3569 1.4067  0.02
H8 -4.5267 -3.0377 2.7756  0.02
H9 -3.8592 -3.2217 1.1747  0.03
H10 -3.0123 -2.2466 4.1595  0.07
H11 -2.0381 -3.7618 5.7976  0.10
H12 0.3704 -4.3344 5.6638  0.10
H13 1.7675 -3.3189 3.9656  0.07
H14 3.9749 -3.6981 2.9009  0.03
H15 3.9691 -3.5010 1.1693  0.01
H16 2.5452 -4.1210 1.9800  0.03
H17 2.4255 -1.1950 4.7635  0.02
H18 3.0129 0.2430 3.9632  0.01
H19 4.1193 -1.0737 4.3118  0.03
H20 2.9676 -0.1481 0.2058  -0.06
H21 4.3995 -1.1239 0.4793  0.03
H22 4.1129 0.2943 1.4439  0.03
O1 -0.0234 0.7602 3.6715  -0.08
C13 -0.2907 1.8550 4.1737  -0.18
C14 -1.1580 2.8609 3.6391  -0.12
C15 -1.4360 3.9923 4.4135  0.07
C16 -2.3385 4.9389 3.9761  -0.15
C17 -3.0179 4.7704 2.7540  0.03
C18 -2.7662 3.6785 1.9816  0.02
C19 -1.7956 2.7008 2.3558  -0.31
O2 -1.5432 1.7317 1.5684  -0.19
N3 -2.6360 6.0806 4.7819  -0.37
O3 -2.1020 6.1589 5.8710  0.07
O4 -3.4135 6.9037 4.3375  0.07
H23 0.1370 2.0890 5.1642  0.14
H24 -0.9501 4.1230 5.3716  0.13
H25 -3.7395 5.5162 2.4534  0.12
H26 -3.2997 3.5202 1.0565  0.11
C20 1.6275 0.6396 -4.0841  -0.07
N4 3.0144 0.2798 -3.9820  -0.16
C21 3.7800 -0.1046 -5.1535  -0.12
C22 5.2109 -0.1735 -4.6075  -0.13
N5 5.1168 0.6975 -3.4553  0.03
C23 3.8335 0.8545 -3.0587  -0.85
S1 3.3483 1.6518 -1.7088  0.71
H27 1.1190 -0.0689 -4.7352  0.08
H28 1.4948 1.6535 -4.4827  0.10
H29 1.1836 0.6005 -3.0892  0.05
H30 3.6940 0.6549 -5.9420  0.13
H31 3.4330 -1.0581 -5.5556  0.10
H32 5.9518 0.2064 -5.3121  0.12
H33 5.4807 -1.1924 -4.3062  0.09
H34 5.8736 0.8027 -2.8039  0.13
N6 3.5796 -3.7486 -5.5070  0.18
C24 3.8647 -3.3326 -4.2458  -0.51
O5 5.0103 -3.1390 -3.8856  0.05
C25 2.7015 -3.0594 -3.3519  -0.14
C26 2.9451 -2.8948 -1.9902  0.03
C27 1.8781 -2.6106 -1.1510  -0.12
N7 0.6372 -2.4585 -1.5811  0.10
C28 0.4124 -2.5974 -2.8763  -0.13
C29 1.3926 -2.9125 -3.8013  -0.02
H35 4.3552 -4.0113 -6.0946  0.12
H36 2.6632 -4.0696 -5.7664  0.09
H37 3.9546 -2.9808 -1.6169  0.12
H38 2.0169 -2.4969 -0.0886  0.05
H39 -0.6036 -2.4355 -3.2028  0.09
H40 1.1192 -3.0257 -4.8404  0.11
Se1 2.7511 3.4497 2.9429  0.71
C30 1.9108 2.2990 2.0223  -0.95
N8 1.3050 1.4751 1.4313  -0.09
N9 -0.4501 0.1817 -0.5214  -0.03
C31 -1.1247 0.7428 -1.4290  -0.30
C32 -1.9548 0.0038 -2.4045  -0.18
C33 -2.3324 0.5864 -3.6140  -0.03
C34 -3.1836 -0.0806 -4.4751  -0.06
C35 -3.6575 -1.3406 -4.1454  -0.07
C36 -3.2596 -1.9410 -2.9600  -0.07
C37 -2.4110 -1.2773 -2.0913  -0.08
C38 -1.1841 2.2254 -1.5135  -0.19
C39 -2.4198 2.8561 -1.6661  -0.06
C40 -2.5044 4.2368 -1.6954  -0.08
C41 -1.3529 5.0044 -1.6053  -0.07
C42 -0.1226 4.3845 -1.4568  -0.05
C43 -0.0374 3.0045 -1.3917  -0.03
H41 -1.9523 1.5612 -3.8801  0.12
H42 -3.4837 0.3872 -5.4011  0.11
H43 -4.3326 -1.8545 -4.8133  0.10
H44 -3.6133 -2.9317 -2.7146  0.11
H45 -2.0854 -1.7285 -1.1644  0.11
H46 -3.3166 2.2587 -1.7432  0.12
H47 -3.4686 4.7194 -1.7916  0.11
H48 -1.4123 6.0825 -1.6622  0.11
H49 0.7773 4.9777 -1.3909  0.11
H50 0.9206 2.5230 -1.2847  0.02

---

Below is the molecule C2H4ClNO3, with properties calculated with the ωB97M-V functional and the def2-TZVPD basis.

Values from the calculation:
Net charge: 0
Relative energy (zero: lowest compared OMol25 entry of this formula, charge and spin) in eV: 1.204
SMILES: N[C@@](O)(Cl)C(=O)O
Kohn-Sham gap in eV: 11.41
LUMO in hartree: 0.0187
E_HOMO in eV: -10.90

Each line ends with the Löwdin charge.
Cartesian coordinates (Å):
C1 -1.0707 0.4146 -0.6001  -0.55
C2 0.1884 -0.2094 -0.0189  -0.81
N1 1.0583 0.5635 0.7988  0.06
O1 -1.2795 0.4161 -1.7774  0.15
O2 -1.8752 0.8897 0.4108  0.03
O3 0.9894 -0.8825 -1.0893  -0.07
Cl1 -0.5024 -1.5530 0.9546  0.75
H1 -1.3756 0.6666 1.3307  0.15
H2 1.6564 1.2870 0.2067  0.17
H3 1.7023 0.0287 1.2667  0.04
H4 0.5085 -1.6212 -1.4827  0.08

---

Below is a structure of composition C45H53Br3HgN6O4PS4Te, with properties calculated with the ωB97M-V functional and the def2-TZVPD basis.

Values from the calculation:
Net charge: -2
Relative energy (zero: lowest compared OMol25 entry of this formula, charge and spin) in eV: 0.190
Kohn-Sham gap (alpha / beta) in eV: 4.65 / 5.93
LUMO (alpha / beta) in hartree: 0.1317 / 0.1315
Spin multiplicity: 2
E_HOMO (alpha / beta) in eV: -1.07 / -2.35

Each line ends with the Löwdin spin population.
Cartesian coordinates (Å):
Hg1 -0.1219 -0.5071 -0.2461  0.01
Br1 -0.4889 -2.4510 -7.2935  0.00
C1 -0.3110 -2.0271 -5.4420  0.03
C2 -0.0497 -3.0598 -4.5369  0.12
C3 0.0586 -2.6763 -3.2078  0.00
N1 -0.0696 -1.4342 -2.7734  0.11
C4 -0.3046 -0.4297 -3.6582  0.10
C5 -0.4393 -0.7290 -5.0459  0.06
C6 -0.4077 0.8899 -3.1350  0.16
C7 -0.6881 2.0112 -3.9674  0.03
C8 -0.7556 3.2509 -3.4254  0.07
Br2 -1.1458 4.7496 -4.5378  0.01
C9 -0.5651 3.4656 -2.0433  0.11
C10 -0.3447 2.3408 -1.2855  0.01
N2 -0.2623 1.0987 -1.7753  0.15
H1 0.0694 -4.0868 -4.8449  0.01
H2 0.2597 -3.4183 -2.4383  0.00
H3 -0.6312 0.0385 -5.7793  0.00
H4 -0.8570 1.8790 -5.0246  0.00
H5 -0.6186 4.4436 -1.5938  0.01
H6 -0.2598 2.4098 -0.2093  0.00
C11 1.0755 3.5524 7.6623  0.00
C12 -0.2700 2.8621 7.3921  0.00
C13 -0.3744 1.6565 8.3267  0.00
C14 -1.4056 3.8351 7.7416  0.00
C15 -0.3655 2.4563 5.9234  0.00
C16 -0.5615 1.1519 5.4980  0.00
C17 -0.6529 0.8536 4.1517  0.00
Br3 -0.8896 -0.9635 3.6579  0.00
C18 -0.5774 1.8043 3.0947  0.00
O1 -0.7319 1.4698 1.8667  0.00
C19 -0.3357 3.1560 3.5640  0.00
C20 -0.2518 3.4215 4.9195  0.00
C21 -0.1426 4.2810 2.5511  0.00
C22 1.1108 3.9661 1.7131  0.00
C23 0.0924 5.6447 3.2069  0.00
C24 -1.3989 4.4256 1.6783  0.00
H7 1.1617 3.8326 8.7177  0.00
H8 1.1857 4.4572 7.0623  0.00
H9 1.9018 2.8846 7.4107  0.00
H10 -0.2954 1.9866 9.3666  0.00
H11 0.4242 0.9362 8.1382  0.00
H12 -1.3295 1.1410 8.2076  0.00
H13 -1.3251 4.1718 8.7811  0.00
H14 -2.3751 3.3508 7.6070  0.00
H15 -1.3815 4.7141 7.0953  0.00
H16 -0.6431 0.3339 6.2014  0.00
H17 -0.0868 4.4475 5.2280  0.00
H18 2.0042 4.1095 2.3287  0.00
H19 1.1837 4.6314 0.8458  0.00
H20 1.1043 2.9340 1.3709  0.00
H21 0.9800 5.6452 3.8442  0.00
H22 -0.7653 5.9608 3.8069  0.00
H23 0.2459 6.3913 2.4224  0.00
H24 -1.6428 3.4880 1.1851  0.00
H25 -1.2542 5.2107 0.9284  0.00
H26 -2.2505 4.7095 2.3049  0.00
N3 2.1004 0.7201 0.1957  0.00
C25 3.1663 1.1078 0.4032  0.00
N4 4.3731 1.5919 0.6503  0.00
C26 4.6955 2.9089 0.1024  0.00
C27 5.4512 2.7854 -1.2170  0.00
C28 6.6585 1.8604 -1.0673  0.00
C29 6.2335 0.4984 -0.5226  0.00
C30 5.4979 0.6576 0.7992  0.00
H27 5.3058 3.4348 0.8446  0.00
H28 3.7650 3.4634 -0.0179  0.00
H29 5.7573 3.7798 -1.5536  0.00
H30 4.7697 2.3819 -1.9724  0.00
H31 7.3749 2.3169 -0.3721  0.00
H32 7.1741 1.7504 -2.0239  0.00
H33 7.0899 -0.1631 -0.3842  0.00
H34 5.5618 0.0059 -1.2337  0.00
H35 6.1639 1.0816 1.5595  0.00
H36 5.1127 -0.2899 1.1734  0.00
C31 -4.4384 3.0865 -0.8782  0.00
O2 -4.6050 1.7725 -0.3463  0.00
P1 -3.2643 0.8070 -0.4831  0.00
O3 -3.4275 0.2466 -1.9976  0.00
C32 -4.6203 -0.3949 -2.4408  0.00
O4 -3.8655 -0.4701 0.3077  0.00
C33 -3.7657 -0.4370 1.7397  0.00
H37 -5.4324 3.4980 -1.0511  0.00
H38 -3.8935 3.0749 -1.8270  0.00
H39 -3.8978 3.7243 -0.1762  0.00
H40 -4.7196 -0.1991 -3.5083  0.00
H41 -5.4953 -0.0114 -1.9140  0.00
H42 -4.5445 -1.4690 -2.2697  0.00
H43 -3.7290 -1.4694 2.0810  0.00
H44 -4.6373 0.0702 2.1581  0.00
H45 -2.8478 0.0694 2.0525  0.00
S1 6.1112 -5.0676 -2.8842  0.00
C34 5.7152 -4.0700 -1.5927  0.00
S2 4.1176 -4.0241 -0.9351  0.00
C35 4.6124 -2.9058 0.3282  0.00
N5 5.8764 -2.5904 0.2274  0.00
N6 6.4770 -3.2298 -0.8590  0.00
C36 7.8590 -2.9379 -1.0164  0.00
C37 8.5768 -2.5163 0.1044  0.00
C38 9.9190 -2.1972 -0.0130  0.00
C39 10.5656 -2.2852 -1.2386  0.00
C40 9.8440 -2.6935 -2.3492  0.00
C41 8.4984 -3.0189 -2.2500  0.00
S3 3.5079 -2.3338 1.4811  0.00
H46 8.0651 -2.4383 1.0512  0.00
H47 10.4604 -1.8743 0.8682  0.00
H48 11.6150 -2.0322 -1.3262  0.00
H49 10.3246 -2.7589 -3.3179  0.00
H50 7.9456 -3.3324 -3.1196  0.00
Te1 0.1720 -2.9841 0.6659  0.00
C42 -1.8350 -3.5223 0.1907  0.00
C43 -2.5391 -3.3887 -0.9735  0.00
C44 -3.8575 -3.9177 -0.9002  0.00
C45 -4.1433 -4.4550 0.3184  0.00
S4 -2.8069 -4.2966 1.3779  0.00
H51 -2.1283 -2.9068 -1.8512  0.00
H52 -4.5626 -3.8986 -1.7212  0.00
H53 -5.0616 -4.9203 0.6407  0.00

---

Below is a structure of composition C4H6ClF2NO4, with properties calculated with the ωB97M-V functional and the def2-TZVPD basis.

Values from the calculation:
Net charge: 0
Relative energy (zero: lowest compared OMol25 entry of this formula, charge and spin) in eV: 0.000
Kohn-Sham gap in eV: 10.39
LUMO in hartree: -0.0127
E_HOMO in eV: -10.74

Each line ends with the Löwdin charge.
Cartesian coordinates (Å):
C1 0.8041 0.4964 -1.2735  -0.17
C2 0.2547 0.6610 1.2414  -0.22
C3 0.1200 -0.0288 -0.0425  -0.22
C4 -1.7708 0.0192 -0.4085  -0.82
N1 0.3040 -1.5130 0.0059  -0.34
O1 0.8094 -2.0107 0.9840  0.11
O2 -0.0716 -2.1075 -0.9825  0.10
O3 2.1142 0.8959 -0.9074  0.01
O4 -0.7957 0.1793 2.1025  -0.10
F1 -1.7493 -0.2115 -1.6858  0.09
F2 -2.3947 -0.9283 0.2289  0.12
Cl1 -2.3780 1.6669 -0.0350  0.75
H1 0.6772 -0.2405 -2.0259  0.11
H2 0.3969 1.3904 -1.7635  0.15
H3 1.2979 0.4491 1.6063  0.15
H4 0.1765 1.6981 1.1295  0.10
H5 2.7262 0.2437 -0.7962  0.05
H6 -0.5208 -0.6597 2.6221  0.15

---

Below is the molecule C3H8N2S, with properties calculated with the ωB97M-V functional and the def2-TZVPD basis.

Values from the calculation:
Net charge: 0
Relative energy (zero: lowest compared OMol25 entry of this formula, charge and spin) in eV: 4.158
Kohn-Sham gap (alpha / beta) in eV: 9.06 / 5.27
LUMO (alpha / beta) in hartree: 0.0241 / -0.0311
E_HOMO (alpha / beta) in eV: -8.40 / -6.11

Each line ends with the Löwdin charge.
Cartesian coordinates (Å):
C1 -0.7234 1.2176 0.3207  -0.32
C2 1.1740 -0.2760 -0.0230  -0.23
C3 0.2857 -1.4703 -0.1510  -0.13
N1 -1.8034 0.6161 -0.5034  -0.54
N2 0.6208 0.9769 -0.0405  -0.10
S1 -2.9564 -0.4631 0.0055  0.59
H1 -0.8851 0.6924 1.3036  0.12
H2 -0.7987 2.3100 0.3802  0.12
H3 2.2542 -0.2586 0.0370  0.08
H4 -0.0980 -1.6399 -1.1522  0.06
H5 -0.6094 -1.0651 0.4278  -0.01
H6 0.8085 -2.4343 0.2627  0.11
H7 -2.1643 1.1660 -1.3184  0.07
H8 1.1912 1.8002 -0.5153  0.18

---

Max |F| readings, ordered: 1.7; 5.0; 0.4; 5.0; 3.7 eV/Å